1.
Computed, not measured: C8H13AuCl3F5GeNOSTe as an isolated structure at a distorted geometry, with ωB97M-V/def2-TZVPD.

Each line ends with the Mulliken charge.
CARTESIAN COORDINATES (ANGSTROEM)
Au -0.261 -0.417 -0.258  0.610
C 4.077 0.005 -0.164  -1.838
C 2.669 -0.038 0.443  2.079
C 2.593 -1.153 1.517  -1.441
C 2.337 1.318 1.091  -1.541
C 1.641 -0.386 -0.555  -0.834
H 4.823 0.190 0.610  0.416
H 4.158 0.800 -0.907  0.422
H 4.321 -0.944 -0.646  0.435
H 3.362 -0.932 2.259  0.447
H 2.785 -2.139 1.094  0.383
H 1.618 -1.172 2.000  0.269
H 3.096 1.544 1.840  0.449
H 1.360 1.291 1.574  0.315
H 2.329 2.119 0.351  0.374
H 2.056 -0.782 -1.490  0.425
Cl -5.857 -0.971 0.004  -0.302
Ge -4.288 -1.677 -1.290  0.808
Cl -3.591 0.082 -2.362  -0.308
Cl -5.235 -2.878 -2.821  -0.324
F -0.319 -3.103 0.974  -0.396
Te -1.977 -2.460 1.508  2.105
F -1.131 -1.458 2.819  -0.409
F -2.687 -3.684 0.302  -0.422
F -1.870 -3.874 2.706  -0.389
F -3.630 -2.211 2.288  -0.389
O -2.203 -1.005 0.412  -0.918
S -2.497 3.974 -1.493  -0.117
C -1.099 3.788 -2.454  -0.227
C -0.426 2.676 -2.073  -0.674
N -0.993 1.976 -1.037  0.101
C -2.089 2.554 -0.640  -0.298
H -0.855 4.484 -3.239  0.407
H 0.491 2.316 -2.516  0.404
H -2.708 2.167 0.156  0.377

Atoms 1-3, force components in eV/Å:
0.2 0.6 -0.3
0.0 -0.1 0.0
0.3 0.4 -0.2

Summary:
⟨S²⟩: 0.753
Strongest force on any atom, eV Å⁻¹: 1.02
Gap between HOMO and LUMO (alpha / beta), eV: 6.8 / 7.5
Charge: 0
Highest occupied orbital energy (alpha / beta), eV: -8.6312 / -9.5183
DFT total energy, eV: -141536.558
LUMO level (alpha / beta), eV: -1.8 / -2.0
2S+1: 2

***

2.
Computed, not measured: a 2-piece molecular cluster, C8H13BN2 overall at a distorted geometry, with ωB97M-V/def2-TZVPD.

Each line ends with the Mulliken charge.
CARTESIAN COORDINATES (ANGSTROEM)
B -1.380 -0.044 0.413  -0.082
C 2.206 -1.060 -0.056  -0.770
C 2.554 -0.630 -1.360  -0.038
C 2.137 -0.018 0.869  -0.052
C 2.126 1.630 -0.961  -0.454
C -2.321 -2.095 -0.426  -1.190
C -1.326 2.584 -0.102  -1.035
C -1.175 -1.561 0.516  -0.256
C -1.637 1.290 0.617  -0.162
N 2.385 0.613 -1.789  -0.386
N 2.113 1.217 0.390  0.079
H 2.352 -2.011 0.323  0.576
H 2.827 -1.471 -2.162  0.288
H 2.037 0.025 1.908  0.486
H -2.157 -1.866 -1.398  0.415
H -2.410 -3.253 -0.141  0.282
H -3.210 -1.536 -0.179  0.305
H -2.179 3.266 -0.363  0.296
H -0.824 3.283 0.538  0.261
H -0.788 2.262 -0.931  0.275
H -1.238 -1.971 1.527  0.348
H -0.201 -1.879 0.149  0.152
H -1.856 1.187 1.650  0.401
H 1.964 2.040 0.967  0.264

Atoms 1-3, force components in eV/Å:
0.7 0.2 1.0
1.5 2.7 0.3
-1.0 -2.0 -1.1

Summary:
Strongest force on any atom, eV Å⁻¹: 5.66
Gap between HOMO and LUMO, eV: 8.1
Charge: 0
Highest occupied orbital energy, eV: -7.8746
DFT total energy, eV: -12157.725
LUMO level, eV: 0.2

***

3.
Computed, not measured: a 2-piece molecular cluster, C8H13ClN5 overall at a distorted geometry, with ωB97M-V/def2-TZVPD.

Each line ends with the Mulliken charge.
CARTESIAN COORDINATES (ANGSTROEM)
C -1.252 -1.845 -2.415  -0.787
C -0.473 -2.823 -1.790  -0.487
C -1.336 -0.798 -1.573  -0.157
C -0.124 -2.392 -0.476  0.105
C 0.845 -2.898 0.544  0.784
C -0.066 -0.638 1.753  0.449
C -0.046 3.228 0.645  -0.918
C 1.195 1.594 -0.689  -0.868
N 1.053 -2.547 1.717  -0.571
N -0.802 -1.134 -0.385  0.518
N -0.729 -0.283 0.720  -0.988
N 0.148 -0.125 2.930  -0.409
N -0.085 2.055 -0.180  -0.135
Cl 1.662 -4.266 -0.087  -0.150
H -1.673 -1.879 -3.464  0.377
H -0.287 -3.846 -2.077  0.406
H -1.711 0.198 -1.781  0.347
H 0.266 4.026 0.036  0.391
H -1.014 3.293 1.140  0.376
H 0.674 3.032 1.380  0.359
H 1.098 0.651 -1.175  0.310
H 1.696 2.379 -1.261  0.384
H 1.738 1.488 0.264  0.375
H -0.649 1.340 0.386  0.348
H 0.841 -0.671 3.599  0.312
H -0.267 0.748 3.302  0.245
H -0.703 2.112 -1.062  0.384

Atoms 1-3, force components in eV/Å:
-0.1 -0.9 -2.5
0.5 -0.7 2.2
-0.8 1.5 0.5

Summary:
Strongest force on any atom, eV Å⁻¹: 4.55
Gap between HOMO and LUMO, eV: 7.9
Charge: +1
Highest occupied orbital energy, eV: -11.9053
DFT total energy, eV: -28468.588
LUMO level, eV: -4.0